Record 1
This record from the OMol25 dataset describes a structure of composition C4H4N2O in a non-equilibrium geometry. The level of theory is ωB97M-V with the def2-TZVPD basis set.

Positions of all 11 atoms, in Å:
O  1.1056  -1.1731  1.1343
N  0.2563  -1.4190  -0.8834
N  -1.0869  0.2398  0.0440
C  1.0827  -0.7200  0.0105
C  1.2062  0.7396  -0.2291
C  -0.8562  -1.0772  -0.3120
C  -0.0519  1.1906  -0.0997
H  -0.3424  2.2331  -0.0755
H  -1.6134  -1.8102  -0.0304
H  -1.8009  0.4465  0.7232
H  2.1009  1.3499  -0.2819

Values from the calculation:
E ... -9237.88029 eV
E_HOMO ... -9.53 eV
2S+1 ... 1
Largest force on an atom ... 2.2 eV/Å
Energy above the lowest of the compared OMol25 structures with the same formula, charge and spin ... 60.1 kcal per mole
Lowest unoccupied orbital energy ... 0.58 eV

Mulliken atomic charge list, values in e, 5 entries:
1. O -0.533
2. N -0.569
3. N -0.136
4. C 1.147
5. C -0.760

***

Record 2
This record from the OMol25 dataset describes an isolated molecule of C5H8O. The level of theory is ωB97M-V with the def2-TZVPD basis set.

Positions of all 14 atoms, in Å:
O  -1.3191  -1.4168  1.6614
C  0.8254  -0.6101  0.8301
C  -1.2652  -0.0713  -0.3754
C  -0.2113  1.0051  -0.6469
C  1.1134  0.2590  -0.4016
C  -0.6917  -0.8128  0.8266
H  -2.2826  0.2771  -0.1855
H  -0.3201  1.8190  0.0817
H  1.9641  0.9315  -0.2594
H  1.3349  -0.3735  -1.2705
H  -0.2784  1.4420  -1.6469
H  1.3423  -1.5752  0.8423
H  1.0866  -0.0968  1.7630
H  -1.2984  -0.7771  -1.2189

Values from the calculation:
E ... -7362.24942 eV
E_HOMO ... -9.40 eV
2S+1 ... 1
Largest force on an atom ... 0.4 eV/Å
SMILES ... O=C1CCCC1
Energy above the lowest of the compared OMol25 structures with the same formula, charge and spin ... 0.1 kcal per mole
Lowest unoccupied orbital energy ... 1.01 eV

Mulliken atomic charge list, values in e, 5 entries:
1. O -0.572
2. C -0.416
3. C -0.518
4. C -0.594
5. C -0.591

***

Record 3
This record from the OMol25 dataset describes a structure of composition C11H20F2NO10STl in a non-equilibrium geometry. The level of theory is ωB97M-V with the def2-TZVPD basis set.

Positions of all 46 atoms, in Å:
Tl  -8.8466  -14.6533  25.0537
S  -9.5686  -13.4967  29.1060
F  -6.2728  -15.0468  23.6732
F  -11.5062  -15.9117  25.3680
O  -9.9767  -18.1272  21.6344
O  -9.6101  -13.7686  27.6494
O  -12.1549  -11.5579  23.4540
O  -11.0584  -10.1792  24.7667
O  -8.3269  -13.5976  29.8654
O  -11.2838  -15.0593  20.5060
O  -10.5957  -12.2648  24.6885
O  -9.2339  -17.1898  23.5100
O  -10.3020  -12.0620  29.3453
O  -10.3970  -14.4198  22.4995
N  -11.2134  -11.3073  24.2548
C  -10.9900  -19.0434  21.1998
C  -12.3157  -15.9182  20.0364
C  -10.0473  -10.9168  28.5368
C  -11.2270  -9.8779  28.5477
C  -10.8437  -14.5068  30.0151
C  -13.4142  -15.7520  21.0598
C  -12.5546  -15.6598  22.3955
C  -10.5888  -19.2112  23.5834
C  -11.2791  -15.0075  21.8504
C  -11.0554  -19.9987  22.4148
C  -9.8902  -18.0650  22.9470
H  -10.7852  -19.5951  20.2823
H  -9.7863  -19.7297  24.1081
H  -11.4270  -18.8167  24.1577
H  -10.2504  -15.3746  30.3034
H  -12.6826  -15.6145  19.0559
H  -12.4081  -16.6527  22.8206
H  -11.9504  -18.5422  21.0802
H  -11.4484  -9.3796  29.4915
H  -12.9520  -14.9809  23.1500
H  -12.0375  -20.4582  22.5264
H  -13.9837  -14.8299  20.9440
H  -9.7939  -11.3368  27.5634
H  -10.3563  -20.8192  22.2527
H  -9.2030  -10.3940  28.9864
H  -11.9443  -16.9382  19.9384
H  -14.1191  -16.5796  20.9806
H  -12.2176  -10.2756  28.3273
H  -11.1664  -13.9165  30.8728
H  -10.9359  -9.0973  27.8449
H  -11.7414  -14.7350  29.4405

Values from the calculation:
E ... -54647.25119 eV
E_HOMO ... -9.43 eV
2S+1 ... 1
Largest force on an atom ... 3.5 eV/Å
Energy above the lowest of the compared OMol25 structures with the same formula, charge and spin ... 23.4 kcal per mole
Lowest unoccupied orbital energy ... -6.37 eV

Mulliken atomic charge list, values in e, 5 entries:
1. Tl 1.337
2. S 0.973
3. F -0.494
4. F -0.553
5. O -0.355

***

Please write out number 3 again, unchanged.
This record from the OMol25 dataset describes a structure of composition C11H20F2NO10STl in a non-equilibrium geometry. The level of theory is ωB97M-V with the def2-TZVPD basis set.

Positions of all 46 atoms, in Å:
Tl  -8.8466  -14.6533  25.0537
S  -9.5686  -13.4967  29.1060
F  -6.2728  -15.0468  23.6732
F  -11.5062  -15.9117  25.3680
O  -9.9767  -18.1272  21.6344
O  -9.6101  -13.7686  27.6494
O  -12.1549  -11.5579  23.4540
O  -11.0584  -10.1792  24.7667
O  -8.3269  -13.5976  29.8654
O  -11.2838  -15.0593  20.5060
O  -10.5957  -12.2648  24.6885
O  -9.2339  -17.1898  23.5100
O  -10.3020  -12.0620  29.3453
O  -10.3970  -14.4198  22.4995
N  -11.2134  -11.3073  24.2548
C  -10.9900  -19.0434  21.1998
C  -12.3157  -15.9182  20.0364
C  -10.0473  -10.9168  28.5368
C  -11.2270  -9.8779  28.5477
C  -10.8437  -14.5068  30.0151
C  -13.4142  -15.7520  21.0598
C  -12.5546  -15.6598  22.3955
C  -10.5888  -19.2112  23.5834
C  -11.2791  -15.0075  21.8504
C  -11.0554  -19.9987  22.4148
C  -9.8902  -18.0650  22.9470
H  -10.7852  -19.5951  20.2823
H  -9.7863  -19.7297  24.1081
H  -11.4270  -18.8167  24.1577
H  -10.2504  -15.3746  30.3034
H  -12.6826  -15.6145  19.0559
H  -12.4081  -16.6527  22.8206
H  -11.9504  -18.5422  21.0802
H  -11.4484  -9.3796  29.4915
H  -12.9520  -14.9809  23.1500
H  -12.0375  -20.4582  22.5264
H  -13.9837  -14.8299  20.9440
H  -9.7939  -11.3368  27.5634
H  -10.3563  -20.8192  22.2527
H  -9.2030  -10.3940  28.9864
H  -11.9443  -16.9382  19.9384
H  -14.1191  -16.5796  20.9806
H  -12.2176  -10.2756  28.3273
H  -11.1664  -13.9165  30.8728
H  -10.9359  -9.0973  27.8449
H  -11.7414  -14.7350  29.4405

Values from the calculation:
E ... -54647.25119 eV
E_HOMO ... -9.43 eV
2S+1 ... 1
Largest force on an atom ... 3.5 eV/Å
Energy above the lowest of the compared OMol25 structures with the same formula, charge and spin ... 23.4 kcal per mole
Lowest unoccupied orbital energy ... -6.37 eV

Mulliken atomic charge list, values in e, 5 entries:
1. Tl 1.337
2. S 0.973
3. F -0.494
4. F -0.553
5. O -0.355